Run a
{"formula": "C6H13NSi", "method": "ωB97M-V with the def2-TZVPD basis set", "symbols": ["C", "C", "C", "C", "C", "C", "N", "Si", "H", "H", "H", "H", "H", "H", "H", "H", "H", "H", "H", "H", "H"], "positions_angstrom": [[-0.569, -2.724, 0.516], [3.825, 0.919, 0.325], [0.367, -2.108, -0.189], [2.946, 0.776, -0.635], [-2.001, 1.457, -0.820], [-1.751, 0.509, 1.270], [-1.233, 0.590, -0.050], [0.084, -0.359, -0.644], [-0.507, -3.863, 0.618], [-1.477, -2.277, 0.717], [4.639, 1.501, 0.040], [3.815, 0.611, 1.367], [1.317, -2.524, -0.604], [2.851, 1.138, -1.591], [-1.878, 2.485, -0.458], [-1.813, 1.430, -1.926], [-3.101, 1.151, -0.579], [-2.743, 0.002, 1.130], [-0.982, -0.123, 1.842], [-1.768, 1.437, 1.790], [-0.021, -0.028, -2.119]], "lowdin_charge": [-0.078, -0.168, -0.307, -0.095, -0.192, -0.155, -0.434, 0.761, 0.090, 0.008, 0.006, 0.035, 0.068, -0.055, 0.083, 0.079, 0.110, 0.100, 0.100, 0.071, -0.026], "multiplicity": 1, "orbital_gap_ev": [7.25, 6.95]}

Run b
{"formula": "C6H13NSi", "method": "ωB97M-V with the def2-TZVPD basis set", "symbols": ["C", "C", "C", "C", "C", "C", "N", "Si", "H", "H", "H", "H", "H", "H", "H", "H", "H", "H", "H", "H", "H"], "positions_angstrom": [[2.420, 0.199, 0.865], [1.522, 2.130, -0.496], [-0.660, -2.250, -1.044], [-0.848, -0.998, 1.963], [-1.854, 0.839, -0.793], [1.819, 0.618, -0.331], [2.900, -0.038, 1.908], [-0.795, -0.561, -0.002], [1.513, 2.455, -1.572], [0.506, 2.394, -0.206], [2.200, 2.742, 0.020], [-1.491, -2.229, -1.778], [0.232, -2.354, -1.595], [-0.637, -3.110, -0.352], [-1.597, -1.835, 2.086], [0.088, -1.367, 2.523], [-1.101, -0.090, 2.553], [-1.794, 0.927, -1.832], [-2.873, 0.738, -0.453], [-1.421, 1.764, -0.297], [1.870, 0.026, -1.168]], "lowdin_charge": [-0.355, -0.126, -0.204, -0.222, -0.202, -0.222, 0.101, 0.885, 0.085, 0.024, 0.047, 0.024, -0.013, 0.025, 0.022, 0.046, 0.014, 0.003, 0.016, 0.032, 0.022], "multiplicity": 1, "orbital_gap_ev": 7.69}

Which structure loses on stability? run a does.

Run a
{"formula": "C16H21N3O3S2", "method": "ωB97M-V with the def2-TZVPD basis set", "symbols": ["C", "C", "C", "C", "C", "C", "N", "N", "C", "N", "C", "O", "C", "S", "O", "O", "C", "C", "C", "C", "C", "C", "C", "S", "H", "H", "H", "H", "H", "H", "H", "H", "H", "H", "H", "H", "H", "H", "H", "H", "H", "H", "H", "H", "H"], "positions_angstrom": [[-0.086, -1.730, 2.062], [-0.843, -2.895, 1.432], [-2.294, -2.528, 1.088], [-3.044, -3.673, 0.388], [-3.297, -4.865, 1.301], [-2.299, -1.326, 0.219], [-2.831, -0.201, 0.520], [-2.671, 0.750, -0.390], [-1.991, 0.369, -1.415], [-1.622, 1.166, -2.470], [-1.177, 2.460, -2.402], [-0.668, 2.981, -3.372], [-1.266, 3.118, -1.067], [0.227, 2.505, -0.160], [0.143, 2.943, 1.201], [0.341, 1.091, -0.393], [1.619, 3.366, -0.982], [2.839, 2.595, -0.623], [3.379, 1.671, -1.507], [4.473, 0.908, -1.138], [5.029, 1.055, 0.121], [4.488, 1.968, 1.011], [3.396, 2.733, 0.644], [-1.508, -1.314, -1.352], [-0.616, -1.361, 2.937], [0.907, -2.050, 2.368], [0.028, -0.903, 1.363], [-0.332, -3.213, 0.519], [-0.849, -3.736, 2.127], [-2.825, -2.255, 2.006], [-4.005, -3.288, 0.036], [-2.471, -3.990, -0.486], [-3.903, -5.606, 0.785], [-3.827, -4.553, 2.198], [-2.365, -5.339, 1.597], [-1.389, 0.688, -3.333], [-1.165, 4.195, -1.140], [-2.135, 2.815, -0.491], [1.613, 4.375, -0.580], [1.409, 3.359, -2.048], [2.941, 1.552, -2.487], [4.889, 0.194, -1.834], [5.881, 0.458, 0.409], [4.914, 2.080, 1.997], [2.961, 3.433, 1.341]], "lowdin_charge": [-0.085, -0.228, -0.352, -0.234, -0.099, -0.562, 0.044, 0.011, -0.635, 0.109, -0.517, 0.081, -0.109, 0.693, -0.295, -0.311, -0.160, -0.288, -0.037, -0.075, -0.085, -0.071, -0.038, 1.116, 0.083, 0.074, 0.052, 0.106, 0.106, 0.151, 0.116, 0.103, 0.071, 0.078, 0.066, 0.155, 0.118, 0.090, 0.115, 0.097, 0.118, 0.103, 0.102, 0.104, 0.116], "multiplicity": 1, "orbital_gap_ev": 9.61}

Run b
{"formula": "C16H21N3O3S2", "method": "ωB97M-V with the def2-TZVPD basis set", "symbols": ["C", "C", "C", "C", "O", "N", "C", "N", "C", "C", "C", "C", "S", "O", "O", "N", "C", "C", "C", "C", "C", "C", "C", "S", "H", "H", "H", "H", "H", "H", "H", "H", "H", "H", "H", "H", "H", "H", "H", "H", "H", "H", "H", "H", "H"], "positions_angstrom": [[-0.249, 2.205, -6.021], [-0.367, 1.020, -5.072], [0.657, -0.076, -5.404], [2.053, 0.393, -5.105], [2.808, 0.837, -5.935], [2.498, 0.351, -3.791], [2.015, -0.127, -2.614], [2.741, -0.080, -1.554], [2.113, -0.603, -0.466], [2.654, -0.710, 0.813], [1.889, -1.275, 1.813], [0.603, -1.727, 1.545], [-0.395, -2.374, 2.889], [0.473, -2.944, 3.874], [-1.443, -3.174, 2.330], [-1.102, -1.033, 3.565], [-2.082, -0.354, 2.752], [-2.969, 0.511, 3.645], [-2.108, 1.493, 4.436], [-1.059, 0.724, 5.235], [-0.228, -0.145, 4.294], [0.036, -1.637, 0.290], [0.803, -1.076, -0.714], [0.401, -0.836, -2.389], [-0.460, 1.896, -7.042], [0.754, 2.622, -5.994], [-0.956, 2.983, -5.745], [-1.368, 0.590, -5.145], [-0.227, 1.358, -4.043], [0.610, -0.293, -6.472], [0.432, -0.988, -4.850], [3.444, 0.712, -3.692], [3.657, -0.358, 0.993], [2.275, -1.401, 2.811], [-2.664, -1.126, 2.249], [-1.590, 0.278, 1.993], [-3.509, -0.137, 4.336], [-3.695, 1.044, 3.030], [-2.733, 2.084, 5.108], [-1.610, 2.180, 3.746], [-1.555, 0.079, 5.961], [-0.402, 1.410, 5.770], [0.468, -0.775, 4.849], [0.342, 0.498, 3.601], [-0.958, -2.018, 0.121]], "lowdin_charge": [-0.096, -0.264, -0.148, -0.468, 0.095, 0.130, -0.549, 0.111, -0.305, 0.009, -0.057, -0.267, 0.663, -0.277, -0.280, -0.239, -0.212, -0.173, -0.204, -0.173, -0.213, -0.067, -0.444, 1.124, 0.079, 0.073, 0.073, 0.112, 0.083, 0.129, 0.062, 0.165, 0.118, 0.114, 0.117, 0.130, 0.120, 0.113, 0.109, 0.113, 0.120, 0.113, 0.117, 0.128, 0.118], "multiplicity": 1, "orbital_gap_ev": 9.10}

Which structure loses on stability? run a does.

Run a
{"formula": "C5H4NO2", "method": "ωB97M-V with the def2-TZVPD basis set", "symbols": ["C", "C", "C", "C", "C", "N", "O", "O", "H", "H", "H", "H"], "positions_angstrom": [[-0.834, -0.054, 1.014], [0.309, 0.409, 0.664], [-3.598, -0.360, -0.132], [1.269, 0.919, -0.157], [2.304, -0.243, -0.529], [-2.444, -0.272, -0.066], [1.418, 2.106, -0.473], [-4.728, -0.388, -0.388], [-1.289, -0.395, 1.931], [2.430, -0.788, 0.369], [3.265, 0.174, -1.047], [1.898, -1.108, -1.186]], "lowdin_charge": [-0.015, -0.096, -0.607, -0.543, -0.059, 0.095, -0.028, 0.018, 0.037, 0.023, 0.089, 0.087], "total_charge": -1, "multiplicity": 1, "orbital_gap_ev": 8.25}

Run b
{"formula": "C5H4NO2", "method": "ωB97M-V with the def2-TZVPD basis set", "symbols": ["O", "C", "C", "C", "N", "C", "O", "C", "H", "H", "H", "H"], "positions_angstrom": [[-2.137, 2.520, 0.170], [-1.426, 1.569, -0.156], [-0.076, 1.005, 0.336], [-0.264, -0.238, -0.554], [-0.892, -1.399, -0.028], [-2.175, -0.788, -0.036], [-3.204, -1.234, 0.383], [-1.661, 0.287, -0.892], [0.884, 1.511, 0.140], [-0.190, 0.656, 1.270], [0.574, -0.391, -1.212], [-0.507, -2.354, 0.383]], "lowdin_charge": [-0.028, -0.395, -0.084, -0.354, 0.039, -0.540, 0.008, -0.076, 0.095, 0.066, 0.108, 0.161], "total_charge": -1, "multiplicity": 1, "orbital_gap_ev": 7.15}

Run c
{"formula": "C5H4NO2", "method": "ωB97M-V with the def2-TZVPD basis set", "symbols": ["O", "C", "C", "C", "N", "C", "O", "C", "H", "H", "H", "H"], "positions_angstrom": [[-3.021, -0.014, -1.300], [-2.018, -0.258, -0.677], [-0.546, 0.186, -0.854], [-0.079, -0.821, 0.291], [-0.036, -0.250, 1.631], [-1.385, -0.553, 1.888], [-1.997, -0.478, 3.015], [-1.598, -1.239, 0.596], [-0.125, 0.263, -1.841], [-0.167, 1.228, -0.527], [0.730, -1.498, -0.021], [0.692, 0.084, 2.277]], "lowdin_charge": [0.003, -0.377, -0.110, -0.312, 0.039, -0.503, -0.107, -0.040, 0.063, 0.118, 0.108, 0.118], "total_charge": -1, "multiplicity": 1, "orbital_gap_ev": 7.18}

Which structure loses on stability? run c does.